[1]
Computed, not measured: a structure of composition C36H41N3O5Pd at a distorted geometry, with ωB97M-V with the def2-TZVPD basis set.

Values from the calculation:
2S+1: 5
HOMO (spin up / spin down) in hartree: -0.2929 / -0.2909
HOMO-LUMO gap (spin up / spin down) in Eh: 0.2792 / 0.1861
Lowest unoccupied orbital energy (spin up / spin down) in eV: -0.375 / -2.854

Positions of all 86 atoms, in Å:
Pd 0.006900 0.036200 -0.133800
O 0.653800 2.008000 -0.921900
C 1.560200 2.782800 -0.483800
C 1.345400 4.192100 -0.492800
C 2.331000 5.075700 -0.155400
C 3.591900 4.617500 0.246000
C 3.830800 3.269200 0.316800
C 2.846500 2.328200 -0.017100
C 3.158100 0.948300 0.090000
N 2.314900 -0.018000 -0.079600
N 2.737600 -1.277000 -0.001400
C 1.873200 -2.202000 -0.417400
O 0.759800 -1.944300 -0.937900
C 2.297500 -3.602700 -0.219100
C 1.314200 -4.586500 -0.175300
C 1.668500 -5.905500 0.030700
C 3.001100 -6.249800 0.186300
C 3.982500 -5.271600 0.137700
C 3.636200 -3.948100 -0.057000
H 0.370500 4.532300 -0.804400
H 2.142500 6.138800 -0.201800
H 4.366800 5.320600 0.506600
H 4.793500 2.903900 0.646100
H 4.196000 0.688800 0.313700
H 0.281800 -4.293600 -0.284900
H 0.903100 -6.665400 0.079800
H 3.275000 -7.280200 0.363400
H 5.019700 -5.546800 0.262000
H 4.383600 -3.173000 -0.089400
C 0.150400 -2.868500 3.553100
C -0.431300 -1.639800 2.872400
C -1.310700 -0.801300 3.800000
O 0.580900 -0.790000 2.351100
C -1.413900 -2.126700 1.689000
O -1.963200 -3.197400 1.852200
O -1.543100 -1.299000 0.767600
H 0.663800 -2.597600 4.475500
H 0.845800 -3.380300 2.884800
H -0.662000 -3.555500 3.778400
H -0.745800 -0.496900 4.680000
H -2.176900 -1.377900 4.109400
H -1.643900 0.088100 3.268200
H 1.379500 -1.317000 2.189900
C 0.357900 3.150200 3.807300
C -0.831000 3.172300 2.893100
C -1.881700 4.069300 3.087400
C -2.988800 4.066800 2.238000
C -4.133900 5.004300 2.484100
C -3.030300 3.197500 1.168100
C -1.976000 2.275800 0.913100
C -0.896800 2.285700 1.845700
N -1.875600 1.406800 -0.079100
C -2.758900 1.199300 -1.183900
C -4.116400 0.648500 -0.692700
C -5.013900 0.346900 -1.888100
C -4.363900 -0.717200 -2.768100
C -3.028100 -0.186700 -3.284600
C -3.255800 1.080100 -4.105800
C -3.895200 2.140700 -3.214300
C -5.236500 1.625700 -2.693000
C -2.974100 2.464900 -2.040000
C -2.121000 0.128900 -2.096200
H 0.243500 3.860400 4.623000
H 1.263100 3.396800 3.251300
H 0.492300 2.151200 4.219700
H -1.839300 4.764600 3.911400
H -3.966000 5.596300 3.380300
H -5.060200 4.444300 2.607500
H -4.261700 5.682900 1.641500
H -3.897400 3.218000 0.531600
H -0.092200 1.563000 1.697800
H -4.607000 1.365500 -0.033700
H -3.918900 -0.259700 -0.121100
H -5.976400 -0.024000 -1.517800
H -5.021200 -0.971700 -3.602900
H -4.196600 -1.622300 -2.182700
H -2.550800 -0.948100 -3.909300
H -3.911100 0.863300 -4.952200
H -2.305200 1.446700 -4.498500
H -4.060400 3.055300 -3.795800
H -5.909300 1.425200 -3.528600
H -5.705700 2.384600 -2.063100
H -3.413200 3.268300 -1.451100
H -2.000100 2.802800 -2.401500
H -1.150000 0.504500 -2.456800
H -1.964800 -0.788900 -1.511700

Forces on atoms 1 to 3 (eV/Å):
0.259 -0.242 0.008
0.438 0.572 0.076
-0.604 -0.472 -0.420

Here are the Löwdin charges for atoms 1 to 4, given in e: number 1, Pd, carries 1.141; number 2, O, carries -0.085; number 3, C, carries -0.342; number 4, C, carries 0.003

[2]
Computed, not measured: a structure of composition C36H42AsCl3NP2PdSi3Te, with ωB97M-V with the def2-TZVPD basis set.

Values from the calculation:
2S+1: 1
HOMO in hartree: -0.1625
Charge: -1
HOMO-LUMO gap in Eh: 0.2396
Lowest unoccupied orbital energy in eV: 2.098

Positions of all 90 atoms, in Å:
Pd 0.365389 0.144613 -0.602086
Te 5.012031 0.926739 1.317111
C 5.453119 -0.330063 2.999551
C 5.393679 0.191305 4.287047
C 5.641710 -0.641906 5.369974
N 5.938688 -1.935467 5.255789
C 6.008430 -2.425503 4.017879
C 5.786967 -1.672274 2.873397
C 3.098613 0.321288 0.806407
P 1.537424 0.968504 1.296893
C 1.702850 2.555867 2.194995
C 2.359851 2.619337 3.424176
C 2.487962 3.826429 4.092692
C 1.946806 4.985080 3.546722
C 1.265751 4.926282 2.341625
C 1.142115 3.714324 1.671330
C 0.882261 -0.063653 2.668907
C 1.711358 -0.886358 3.422852
C 1.182649 -1.687595 4.426704
C -0.184686 -1.685379 4.668446
C -1.020343 -0.876837 3.909489
C -0.489173 -0.067996 2.915586
P 2.625346 -0.688555 -0.541902
C 3.756513 -0.274422 -1.934135
C 4.662952 -1.155054 -2.517181
C 5.546598 -0.714867 -3.496360
C 5.540750 0.610271 -3.904145
C 4.648061 1.500253 -3.321071
C 3.770402 1.057871 -2.344060
C 2.962708 -2.466030 -0.325811
C 3.510107 -2.964049 0.845701
C 3.714416 -4.330633 1.003485
C 3.379219 -5.204341 -0.019607
C 2.825775 -4.711211 -1.196854
C 2.608991 -3.352456 -1.343353
H 5.143816 1.232551 4.449981
H 5.594152 -0.250335 6.381257
H 6.257414 -3.478878 3.935350
H 5.877153 -2.133951 1.898252
H 2.761794 1.713647 3.863045
H 3.003379 3.865238 5.045152
H 2.043005 5.928031 4.071037
H 0.817813 5.819971 1.924404
H 0.575971 3.654215 0.752722
H 2.774963 -0.908365 3.212146
H 1.839199 -2.323093 5.009400
H -0.600872 -2.326548 5.436006
H -2.090639 -0.893317 4.073300
H -1.143739 0.541481 2.302218
H 4.693459 -2.189225 -2.203475
H 6.249554 -1.413250 -3.933997
H 6.231972 0.950872 -4.665261
H 4.636297 2.540635 -3.623069
H 3.092684 1.759113 -1.875985
H 3.741161 -2.277870 1.650333
H 4.126855 -4.709945 1.931111
H 3.532690 -6.269398 0.103361
H 2.536755 -5.391570 -1.988115
H 2.135947 -2.971849 -2.243455
C -4.202770 2.824273 -2.447111
Si -3.375954 1.141903 -2.235519
C -2.910043 0.411584 -3.908369
C -4.785195 0.081793 -1.586810
As -1.584019 1.596340 -0.725107
Si -0.200302 2.464727 -2.428407
C -1.127119 3.732281 -3.486953
C 0.466574 1.172086 -3.637173
C 1.200178 3.557918 -1.794946
H -4.986473 2.751147 -3.208365
H -3.526601 3.629411 -2.726617
H -4.682568 3.095551 -1.502784
H -3.792066 -0.048218 -4.364758
H -2.159756 -0.369054 -3.783486
H -2.525251 1.154829 -4.607239
H -5.680192 0.342043 -2.163475
H -4.988583 0.274809 -0.533439
H -4.598243 -0.984838 -1.711197
H -1.939474 3.298850 -4.067397
H -0.416274 4.168070 -4.198938
H -1.522968 4.546074 -2.875532
H -0.031364 1.311762 -4.601141
H 0.281054 0.148518 -3.309988
H 1.540049 1.287239 -3.801808
H 0.756494 4.427844 -1.302700
H 1.761751 3.925718 -2.660268
H 1.896102 3.097485 -1.094346
Cl -1.573407 -2.703341 -2.438885
Si -1.020756 -1.686453 -0.677342
Cl -0.124772 -3.197799 0.498289
Cl -2.826266 -1.626961 0.380316

Forces on atoms 1 to 3 (eV/Å):
0.013 -0.552 0.290
-0.230 -0.278 -0.016
-0.033 0.196 -0.025

Here are the Löwdin charges for atoms 1 to 4, given in e: number 1, Pd, carries 0.043; number 2, Te, carries 1.219; number 3, C, carries -0.554; number 4, C, carries -0.148

[3]
Computed, not measured: a structure of composition C36H42BrGe2N2O2S2Sn, with ωB97M-V with the def2-TZVPD basis set.

Values from the calculation:
2S+1: 1
HOMO in hartree: -0.1979
Charge: -1
HOMO-LUMO gap in Eh: 0.2692
Lowest unoccupied orbital energy in eV: 1.941

Positions of all 88 atoms, in Å:
Sn 0.116433 1.472175 1.637091
C -0.630189 -3.207709 3.159111
C -0.148576 -1.885377 3.685836
C 1.217461 -1.627648 3.758963
C 1.693145 -0.406579 4.210037
C 3.166475 -0.133563 4.284611
C 0.773769 0.573265 4.579046
C -0.604236 0.331818 4.554722
C -1.581423 1.369372 5.031594
C -1.047392 -0.907167 4.097385
H -0.431287 -4.006348 3.876926
H -0.116705 -3.465037 2.231076
H -1.702161 -3.191120 2.962507
H 1.920276 -2.364536 3.391269
H 3.604551 -0.643124 5.146234
H 3.366464 0.932503 4.391245
H 3.682463 -0.501218 3.398644
H 1.138017 1.542153 4.907543
H -1.955612 1.105499 6.023699
H -2.440844 1.441218 4.362908
H -1.124827 2.355152 5.084821
H -2.113290 -1.100527 4.033979
S -1.212083 3.799380 2.446811
C 0.168088 4.468571 1.675589
S 1.611962 3.466769 1.540221
C 0.184049 5.720631 1.104843
C -0.957028 6.569497 1.165770
N -1.876487 7.262315 1.196025
C 1.329600 6.234230 0.436997
N 2.247269 6.664417 -0.110911
C 1.543461 1.734194 -2.209315
C 0.294003 2.565633 -1.950388
Ge -1.344478 1.508141 -1.705009
C -2.737111 2.644789 -0.896875
C -3.728979 1.914733 -0.003444
C -2.028721 0.625198 -3.335584
C -2.072411 -0.700703 -3.079730
Ge -1.267361 -0.876378 -1.258442
C -2.410015 -1.585419 0.192388
C -2.914370 -3.019202 0.063595
C 0.480766 -1.776731 -1.252012
C 0.523592 -3.199515 -1.801833
C -2.573464 -1.736907 -4.007813
C -2.585651 -3.074650 -3.623092
C -3.045043 -4.067630 -4.475603
C -3.505044 -3.738802 -5.740289
C -3.502087 -2.408735 -6.141163
C -3.044216 -1.423144 -5.286149
H 2.408145 2.364874 -2.422427
H 1.407143 1.055022 -3.054812
H 1.793313 1.125155 -1.336854
H 0.093525 3.249076 -2.781629
H 0.442465 3.203289 -1.076117
H -3.256514 3.107686 -1.741028
H -2.256501 3.451574 -0.339724
H -4.231249 1.104906 -0.539169
H -4.499310 2.589301 0.375003
H -3.226295 1.475778 0.862641
H -2.367124 1.058079 -4.274927
H -3.252423 -0.903987 0.315924
H -1.798918 -1.479195 1.095482
H -3.545185 -3.143826 -0.818372
H -3.512827 -3.314017 0.930034
H -2.092826 -3.733755 -0.014943
H 0.840013 -1.766269 -0.220632
H 1.170118 -1.146397 -1.817210
H -0.160196 -3.864856 -1.270140
H 1.524011 -3.624780 -1.695974
H 0.257405 -3.235437 -2.859680
H -2.223181 -3.345004 -2.639468
H -3.040130 -5.099083 -4.146594
H -3.861715 -4.510839 -6.410027
H -3.859212 -2.139998 -7.127596
H -3.048667 -0.392640 -5.613461
Br 7.670908 1.534732 -2.075409
C 6.176071 0.854933 -1.120580
C 5.398051 1.721848 -0.373971
C 4.297660 1.215067 0.301402
C 3.985144 -0.135463 0.239893
C 4.793814 -0.989164 -0.503899
C 5.889107 -0.499031 -1.193925
C 2.777937 -0.704290 0.948597
O 2.750042 -1.907041 1.194855
O 1.822143 0.115134 1.203324
H 5.636785 2.774844 -0.328900
H 3.676671 1.877875 0.886315
H 4.546807 -2.041856 -0.527452
H 6.514241 -1.156134 -1.782384

Forces on atoms 1 to 3 (eV/Å):
-0.150 -0.223 -0.006
-0.042 -0.049 -0.031
0.038 0.033 0.018

Here are the Löwdin charges for atoms 1 to 4, given in e: number 1, Sn, carries 0.992; number 2, C, carries -0.044; number 3, C, carries -0.260; number 4, C, carries -0.017

For each record above, in turn, the calculated ΔE to the lowest compared entry with this formula, charge and spin values are 17.2; 1.3; 11.8 kcal per mole.
For each record above, in turn, the calculated E values are -56183.0531; -190902.8154; -255668.5944 eV.